{
  "formula": "C6H10S2",
  "method": "wB97M-V/def2-TZVPD",
  "elements": ["C", "C", "S", "C", "C", "C", "C", "S", "H", "H", "H", "H", "H", "H", "H", "H", "H", "H"],
  "positions_angstrom": [[0.59424, -2.10793, 0.22687], [0.01570, -0.81851, -0.29927], [-0.51642, -0.86321, -2.00512], [0.76667, 0.06338, -1.13153], [0.45467, 1.50527, -0.82096], [-0.87292, 1.38953, -0.08178], [-0.82706, -0.04605, 0.63154], [-0.05625, 0.17708, 2.30413], [0.01847, -2.85212, 0.68161], [1.24119, -2.54136, -0.52501], [1.26470, -1.73163, 1.02406], [1.73200, -0.22044, -1.41369], [0.52947, 2.06043, -1.77825], [1.24330, 1.87045, -0.18001], [-1.74425, 1.36646, -0.76695], [-1.04718, 2.24595, 0.59781], [-1.80351, -0.50703, 0.71803], [-0.99282, 1.00973, 2.81853]],
  "forces_ev_per_a": [[2.60, 1.95, 0.13], [-0.42, -2.58, 1.39], [-0.70, 0.08, -0.95], [0.25, 0.81, -0.60], [0.25, -0.55, -0.93], [-1.35, 0.04, 0.25], [-0.78, 2.75, 0.13], [-0.14, -0.31, -0.12], [-1.57, -0.81, 0.33], [0.02, -0.25, -0.19], [0.05, -0.55, -0.07], [1.44, -0.25, -0.42], [-0.62, 0.11, 0.73], [0.21, 0.23, 0.38], [0.63, 0.09, 0.16], [0.13, -0.66, -0.13], [-0.21, 0.13, 0.27], [0.20, -0.24, -0.36]],
  "lowdin_charge": [-0.08, -0.84, 0.93, -0.50, -0.19, -0.22, -0.58, 0.75, 0.07, 0.08, 0.07, 0.10, 0.12, 0.11, 0.10, 0.10, 0.11, -0.13],
  "e_homo_ev": -8.73,
  "charge": 0,
  "homo_lumo_gap_ev": 9.48,
  "energy_ev": -28054.035,
  "de_lowest_kcal_mol": 7.0,
  "smiles": "C[C@]12S[C@H]1CC[C@@H]2S"
}